No. 1
Here is C26H23N5O3Pt as an isolated structure from the OMol25 dataset. Energies are from ωB97M-V with the def2-TZVPD basis set.

Last column: Löwdin charge in e.
CARTESIAN COORDINATES (ANGSTROEM)
Pt: -0.34 0.15 1.01  1.53
C: -3.33 1.83 3.70  0.01
C: -2.12 1.55 3.07  -0.07
N: -1.94 0.46 2.33  -0.08
C: -2.97 -0.43 2.17  -0.13
C: -4.20 -0.22 2.80  -0.12
C: -4.37 0.95 3.56  0.06
C: -5.22 -1.21 2.66  0.04
C: -4.97 -2.38 1.98  -0.01
C: -3.73 -2.61 1.38  0.06
C: -2.73 -1.63 1.41  -0.17
N: -1.51 -1.71 0.87  0.05
C: -0.82 -2.67 0.17  -0.20
C: -1.34 -3.71 -0.58  0.04
C: -0.48 -4.62 -1.22  -0.01
C: 0.88 -4.51 -1.10  0.03
C: 1.45 -3.44 -0.36  -0.12
C: 2.85 -3.26 -0.21  0.05
C: 3.33 -2.20 0.51  0.00
C: 2.42 -1.29 1.07  -0.07
N: 1.12 -1.45 0.95  -0.02
C: 0.60 -2.52 0.25  -0.15
H: -3.42 2.73 4.29  0.13
H: -1.27 2.22 3.16  0.13
H: -5.32 1.14 4.04  0.14
H: -6.18 -1.04 3.13  0.14
H: -5.74 -3.14 1.91  0.13
H: -3.55 -3.56 0.90  0.11
H: -2.40 -3.80 -0.72  0.12
H: -0.91 -5.42 -1.81  0.13
H: 1.53 -5.22 -1.59  0.14
H: 3.53 -3.96 -0.68  0.14
H: 4.39 -2.04 0.65  0.13
H: 2.76 -0.42 1.62  0.13
C: 0.42 4.29 -1.74  -0.06
C: 1.87 3.82 -1.70  -0.15
C: 2.03 2.28 -1.77  -0.30
C: 3.53 1.88 -1.83  -0.15
C: 4.46 2.50 -0.80  -0.07
C: 1.39 1.81 -3.07  -0.38
O: 1.81 2.15 -4.14  0.17
N: 0.28 0.95 -3.02  0.23
C: -0.30 0.42 -1.92  -0.51
O: -1.20 -0.39 -1.92  0.11
N: 0.24 0.88 -0.69  -0.02
C: 1.37 1.70 -0.55  -0.42
O: 1.72 1.88 0.60  0.07
H: 0.38 5.38 -1.74  0.09
H: -0.14 3.96 -0.86  0.08
H: -0.10 3.95 -2.63  0.09
H: 2.36 4.17 -0.79  0.12
H: 2.42 4.23 -2.55  0.14
H: 3.86 2.16 -2.83  0.13
H: 3.59 0.78 -1.79  0.12
H: 4.58 3.57 -0.97  0.08
H: 5.44 2.04 -0.89  0.09
H: 4.11 2.37 0.23  0.07
H: -0.09 0.66 -3.92  0.18

The expectation value of S² is 6.0828. Its multiplicity is 5. The molar mass is 648.6 g mol⁻¹. Its net charge is +2. The total energy is -1622.8274 hartree.

---

No. 2
Here is C26H24BN7V as an isolated structure from the OMol25 dataset. Energies are from ωB97M-V with the def2-TZVPD basis set.

Last column: Löwdin charge in e.
CARTESIAN COORDINATES (ANGSTROEM)
V: -0.25 0.71 0.22  1.05
N: 0.69 -1.23 0.02  0.05
C: 1.58 -1.33 -1.12  -0.23
C: 2.34 -2.43 -1.38  0.02
C: 3.17 -2.46 -2.52  -0.02
C: 3.21 -1.40 -3.38  0.01
C: 2.42 -0.25 -3.13  -0.12
C: 2.40 0.89 -3.97  0.04
C: 1.61 1.95 -3.65  0.00
C: 0.84 1.90 -2.48  -0.07
N: 0.83 0.87 -1.67  0.01
C: 1.61 -0.22 -1.98  -0.18
H: 1.16 -1.52 0.88  0.12
H: -0.10 -1.86 -0.10  0.13
H: 2.31 -3.29 -0.72  0.13
H: 3.77 -3.34 -2.72  0.13
H: 3.83 -1.42 -4.26  0.13
H: 3.02 0.90 -4.86  0.14
H: 1.57 2.83 -4.27  0.13
H: 0.22 2.74 -2.21  0.12
B: -3.46 0.28 0.79  -0.36
N: -2.96 -0.28 -0.58  -0.06
C: -3.68 -0.94 -1.48  -0.03
C: -2.92 -1.12 -2.63  -0.01
C: -1.71 -0.52 -2.34  -0.11
N: -1.73 0.00 -1.10  -0.06
N: -2.48 -0.25 1.89  -0.04
C: -2.74 -0.81 3.06  0.00
C: -1.55 -0.92 3.80  0.00
C: -0.59 -0.38 2.99  -0.09
N: -1.16 0.04 1.82  -0.09
H: -4.55 -0.14 1.01  0.09
H: -3.37 1.48 0.79  0.07
H: -4.70 -1.23 -1.26  0.14
H: -3.22 -1.61 -3.54  0.11
H: -0.84 -0.44 -2.97  0.11
H: -3.75 -1.09 3.31  0.15
H: -1.43 -1.33 4.79  0.12
H: 0.47 -0.24 3.17  0.12
C: -2.14 4.56 -0.41  0.00
C: -1.30 5.38 0.33  0.01
C: -0.18 4.85 0.95  0.04
C: 0.08 3.50 0.82  -0.19
N: -0.74 2.70 0.11  -0.01
C: -1.83 3.22 -0.50  -0.10
C: 1.26 2.79 1.35  -0.16
C: 2.15 3.35 2.26  0.01
C: 3.27 2.65 2.66  -0.02
C: 3.53 1.39 2.13  -0.03
C: 2.65 0.81 1.23  -0.07
C: 1.48 1.49 0.87  -0.14
H: -3.01 4.94 -0.91  0.13
H: -1.52 6.44 0.42  0.13
H: 0.49 5.49 1.51  0.13
H: -2.44 2.52 -1.05  0.12
H: 1.97 4.34 2.67  0.12
H: 3.96 3.09 3.36  0.13
H: 4.43 0.85 2.42  0.12
H: 2.90 -0.16 0.81  0.10

The expectation value of S² is 0.8403. Its multiplicity is 2. The molar mass is 496.3 g mol⁻¹. Its net charge is +2. The total energy is -2356.9119 hartree.